Molecular formula: C4H6O
Method: DFT, the ωB97M-V functional and the def2-TZVPD basis

The value obtained for the gap between HOMO and LUMO is 10.20 eV. Its total energy is -231.15590 Eh. As for the net charge: 0. The HOMO energy comes out at -9.0036 eV. The max |F| is 0.0382 Eh/bohr.

```
11
C4H6O (the ωB97M-V functional and the def2-TZVPD basis)
O 0.515 -0.873 -1.053
C -0.874 -0.681 -0.705
C -0.516 0.050 0.560
C 0.923 -0.277 0.172
C 0.473 1.131 0.284
H 0.812 1.684 1.153
H -0.732 -0.291 1.564
H 1.796 -0.696 0.673
H -1.369 -1.644 -0.549
H -1.415 -0.106 -1.467
H 0.387 1.705 -0.632
```